# 1
Computed, not measured: a cluster of 2 separate species, CH3IO3S in total in a non-equilibrium geometry, with wB97M-V/def2-TZVPD.

Element x y z (Å)
I: -2.357 3.110 -1.437
S: -2.712 -0.237 -1.052
O: -1.592 -0.383 -0.004
O: -3.364 1.949 -0.294
O: -2.147 0.141 -2.311
C: -0.287 0.213 -0.137
H: -0.353 0.483 -1.183
H: -0.005 1.027 0.644
H: 0.472 -0.517 -0.022

Properties
Spin multiplicity = 1
Lowest unoccupied orbital energy = -1.4 eV

Charges computed using natural (NBO), reported in e: number 1, I, carries 0.4249; number 2, S, carries 1.6977; number 3, O, carries -0.6922; number 4, O, carries -0.9597; number 5, O, carries -0.8341; number 6, C, carries -0.2802; number 7, H, carries 0.2200; number 8, H, carries 0.2247; number 9, H, carries 0.1989

# 2
Computed, not measured: a structure of composition CH3IOS in a non-equilibrium geometry, with wB97M-V/def2-TZVPD.

Element x y z (Å)
I: -2.923 0.091 0.045
S: -0.832 -0.669 -1.013
O: 0.712 -0.636 1.046
C: 0.427 0.040 -0.237
H: 1.129 0.549 1.102
H: 0.316 0.935 -0.012
H: 1.172 -0.310 -0.931

Properties
Spin multiplicity = 1
Lowest unoccupied orbital energy = -0.9 eV

Charges computed using natural (NBO), reported in e: number 1, I, carries 0.0141; number 2, S, carries 0.1612; number 3, O, carries -0.6692; number 4, C, carries -0.3509; number 5, H, carries 0.4510; number 6, H, carries 0.1663; number 7, H, carries 0.2276

# 3
Computed, not measured: an isolated molecule of CH3IOS in a non-equilibrium geometry, with wB97M-V/def2-TZVPD.

Element x y z (Å)
I: 0.712 -0.487 -2.562
S: 0.705 0.749 -0.467
O: 2.175 0.001 0.527
C: -0.722 0.052 0.395
H: -0.579 -1.081 0.444
H: -0.574 0.210 1.540
H: -1.716 0.557 0.123

Properties
Spin multiplicity = 1
Lowest unoccupied orbital energy = -1.5 eV

Charges computed using natural (NBO), reported in e: number 1, I, carries 0.0729; number 2, S, carries 0.7272; number 3, O, carries -0.7669; number 4, C, carries -0.8430; number 5, H, carries 0.2730; number 6, H, carries 0.2777; number 7, H, carries 0.2591

# 4
Computed, not measured: a cluster of 2 separate species, CH3IOS in total in a non-equilibrium geometry, with wB97M-V/def2-TZVPD.

Element x y z (Å)
I: 3.125 1.851 -0.228
S: 2.443 -0.210 0.647
O: 0.049 -0.335 -0.513
C: -1.182 -0.314 -0.074
H: -1.862 0.097 -0.820
H: -1.160 0.274 0.836
H: -1.413 -1.364 0.153

Properties
Spin multiplicity = 1
Lowest unoccupied orbital energy (spin up / spin down) = -3.3 / -3.1 eV

Charges computed using natural (NBO), reported in e: number 1, I, carries 0.1900; number 2, S, carries -0.0267; number 3, O, carries -0.4451; number 4, C, carries -0.2698; number 5, H, carries 0.2034; number 6, H, carries 0.2016; number 7, H, carries 0.1466

# 5
Computed, not measured: a cluster of 2 separate species, CH3IS3 in total in a non-equilibrium geometry, with wB97M-V/def2-TZVPD.

Element x y z (Å)
I: -1.214 1.884 1.645
S: -0.920 0.366 -1.848
S: -1.055 2.841 -0.465
S: -0.958 -0.826 -0.312
C: 0.796 -1.033 0.170
H: 1.361 -1.396 -0.683
H: 0.807 -1.757 0.983
H: 1.183 -0.078 0.509

Properties
Spin multiplicity = 1
Lowest unoccupied orbital energy (spin up / spin down) = -2.0 / -2.0 eV

Charges computed using natural (NBO), reported in e: number 1, I, carries 0.1441; number 2, S, carries -0.0370; number 3, S, carries -0.3075; number 4, S, carries 0.2545; number 5, C, carries -0.7572; number 6, H, carries 0.2341; number 7, H, carries 0.2298; number 8, H, carries 0.2393

# 6
Computed, not measured: a structure of composition CH3InNO2 in a non-equilibrium geometry, with wB97M-V/def2-TZVPD.

Element x y z (Å)
In: 1.817 -2.127 -0.183
O: 1.144 0.391 -1.077
O: 0.667 -1.085 0.501
N: 0.384 -0.055 -0.195
C: -0.820 0.624 0.124
H: -1.637 0.242 -0.488
H: -0.945 0.317 1.163
H: -0.612 1.694 0.154

Properties
Total charge = +3
Spin multiplicity = 1
Lowest unoccupied orbital energy = -22.0 eV

Charges computed using Löwdin, reported in e: number 1, In, carries 2.1959; number 2, O, carries 0.3123; number 3, O, carries -0.0349; number 4, N, carries -0.2253; number 5, C, carries 0.1958; number 6, H, carries 0.2013; number 7, H, carries 0.1661; number 8, H, carries 0.1887

# 7
Computed, not measured: a structure of composition CH3InNS, with wB97M-V/def2-TZVPD.

Element x y z (Å)
In: -1.080 -0.059 0.035
S: 3.097 -0.429 0.272
N: 0.805 0.880 -0.670
C: 1.774 0.380 -0.215
H: -0.778 -1.712 0.562
H: -2.172 -0.008 -1.363
H: -1.645 0.947 1.379

Properties
Total charge = -1
Spin multiplicity = 1
Lowest unoccupied orbital energy = 3.4 eV

Charges computed using Löwdin, reported in e: number 1, In, carries 0.2117; number 2, S, carries 0.4274; number 3, N, carries -0.0954; number 4, C, carries -1.0430; number 5, H, carries -0.1546; number 6, H, carries -0.1753; number 7, H, carries -0.1708

# 8
Computed, not measured: a structure of composition CH3N2O2 in a non-equilibrium geometry, with wB97M-V/def2-TZVPD.

Element x y z (Å)
O: -1.196 -2.224 0.582
O: -0.463 -0.404 1.596
N: 0.076 -0.413 -0.959
N: -0.700 -1.095 0.597
C: 0.521 0.802 -0.488
H: 1.339 0.854 0.261
H: -0.409 1.294 -0.149
H: 0.832 1.186 -1.440

Properties
Total charge = -1
Spin multiplicity = 1
Lowest unoccupied orbital energy (spin up / spin down) = 4.8 / 4.8 eV

Charges computed using natural (NBO), reported in e: number 1, O, carries -0.4821; number 2, O, carries -0.5030; number 3, N, carries -0.5507; number 4, N, carries 0.5192; number 5, C, carries -0.4719; number 6, H, carries 0.1295; number 7, H, carries 0.1636; number 8, H, carries 0.1954

# 9
Computed, not measured: a structure of composition CH3N2O2 in a non-equilibrium geometry, with wB97M-V/def2-TZVPD.

Element x y z (Å)
O: -0.882 1.162 1.683
O: 0.772 1.518 0.314
N: -0.346 -0.768 -0.832
N: -0.099 0.913 0.896
C: 0.214 -0.329 0.256
H: -1.145 -0.294 -1.169
H: 1.522 -0.780 0.349
H: -0.036 -1.423 -1.496

Properties
Total charge = +1
Spin multiplicity = 1
Lowest unoccupied orbital energy = -6.6 eV

Charges computed using natural (NBO), reported in e: number 1, O, carries -0.1634; number 2, O, carries -0.2595; number 3, N, carries -0.6250; number 4, N, carries 0.4964; number 5, C, carries 0.3141; number 6, H, carries 0.4317; number 7, H, carries 0.3465; number 8, H, carries 0.4592

# 10
Computed, not measured: an isolated molecule of CH3N2O2P in a non-equilibrium geometry, with wB97M-V/def2-TZVPD.

Element x y z (Å)
P: 0.450 0.069 0.786
O: 1.909 2.006 -0.152
O: 2.021 -1.719 -0.408
N: 0.877 1.412 -0.144
N: 0.945 -1.331 -0.023
C: -1.350 -0.062 0.083
H: -1.707 0.902 0.048
H: -1.239 -0.531 -0.983
H: -1.907 -0.746 0.794

Properties
Structure (SMILES) = CP(N=O)N=O
Spin multiplicity = 1
Lowest unoccupied orbital energy (spin up / spin down) = -1.1 / -1.2 eV

Charges computed using natural (NBO), reported in e: number 1, P, carries 0.9845; number 2, O, carries -0.2184; number 3, O, carries -0.2419; number 4, N, carries -0.1953; number 5, N, carries -0.1770; number 6, C, carries -0.8659; number 7, H, carries 0.2263; number 8, H, carries 0.2470; number 9, H, carries 0.2406

# 11
Computed, not measured: a structure of composition CH3N2O2S in a non-equilibrium geometry, with wB97M-V/def2-TZVPD.

Element x y z (Å)
S: 1.371 -1.276 2.232
O: 0.695 -0.600 3.366
O: 2.855 -1.045 2.271
N: 0.178 -0.367 -0.697
N: -0.970 -0.270 0.283
C: 0.330 0.182 0.609
H: 0.125 0.383 -1.459
H: 0.689 1.141 1.028
H: -1.151 -1.221 0.579

Properties
Total charge = -1
Spin multiplicity = 1
Lowest unoccupied orbital energy (spin up / spin down) = 4.2 / 4.2 eV

Charges computed using natural (NBO), reported in e: number 1, S, carries 1.3932; number 2, O, carries -1.0279; number 3, O, carries -1.0139; number 4, N, carries -0.5089; number 5, N, carries -0.5116; number 6, C, carries -0.1487; number 7, H, carries 0.3088; number 8, H, carries 0.1778; number 9, H, carries 0.3311

# 12
Computed, not measured: a cluster of 2 separate species, CH3N2O3S in total in a non-equilibrium geometry, with wB97M-V/def2-TZVPD.

Element x y z (Å)
S: 2.445 -0.355 -0.697
O: -0.399 -1.337 1.821
O: 2.768 -1.589 -1.447
O: 1.736 0.665 -1.526
N: -0.559 0.132 0.058
N: -1.891 0.774 0.211
C: 0.003 -0.779 0.805
H: -0.049 0.490 -0.745
H: -1.724 1.730 0.537
H: -2.328 0.270 0.984

Properties
Total charge = -1
Spin multiplicity = 1
Lowest unoccupied orbital energy (spin up / spin down) = 3.9 / 3.8 eV

Charges computed using natural (NBO), reported in e: number 1, S, carries 1.3117; number 2, O, carries -0.7065; number 3, O, carries -0.9728; number 4, O, carries -1.0228; number 5, N, carries -0.5329; number 6, N, carries -0.6878; number 7, C, carries 0.4938; number 8, H, carries 0.4280; number 9, H, carries 0.3357; number 10, H, carries 0.3537

Values for energy above the lowest of the compared OMol25 structures with the same formula, charge and spin, kJ/mol, ordered as above
253.71; 269.71; 238.63; 351.79; 87.37; 185.83; 0.00; 505.18; 371.77; 697.65; 349.42; 226.01
Values for calculated total energy, eV, ordered as above
-26160.10149; -22065.28436; -22065.60648; -22064.43363; -41691.23716; -11795.72131; -18585.13214; -8156.28148; -8147.28023; -17443.52530; -18993.67572; -21042.72120